No. 1
{"formula": "C33H43FI2NO18", "method": "ωB97M-V/def2-TZVPD", "symbols": ["C", "C", "C", "C", "C", "C", "C", "O", "O", "C", "C", "O", "C", "O", "C", "C", "C", "O", "C", "C", "C", "C", "I", "C", "C", "I", "N", "C", "C", "O", "F", "H", "H", "H", "H", "H", "H", "H", "H", "H", "H", "H", "H", "H", "H", "H", "H", "H", "H", "H", "H", "H", "H", "H", "H", "H", "H", "H", "C", "C", "O", "C", "O", "O", "H", "H", "H", "H", "C", "C", "O", "C", "O", "O", "H", "H", "H", "H", "C", "C", "O", "C", "O", "O", "H", "H", "H", "H", "C", "C", "O", "C", "O", "O", "H", "H", "H", "H"], "xyz": [[-1.167, -6.101, 0.799], [-0.217, -4.886, 1.415], [-0.965, -4.045, 2.638], [-0.819, -2.403, 2.481], [-2.213, -1.621, 1.987], [-2.247, 0.027, 1.806], [-3.567, 0.896, 1.342], [-3.462, 2.159, 0.844], [-4.935, 0.348, 1.501], [-5.920, 1.103, 0.712], [-7.352, 0.255, 0.590], [-7.268, -0.788, 1.659], [-7.967, -0.198, 2.813], [-7.290, 0.485, 3.748], [-9.605, -0.466, 2.897], [-9.793, -1.817, 3.833], [-0.804, 0.797, 2.157], [-0.684, 2.289, 2.074], [-1.326, 2.767, 3.339], [-0.826, 4.266, 3.785], [0.530, -0.096, 2.626], [1.896, 0.806, 2.904], [3.162, 1.187, 1.108], [2.298, 1.325, 4.239], [3.711, 2.217, 4.302], [1.111, 1.007, 6.049], [0.489, -1.633, 2.760], [1.712, -2.449, 3.160], [1.586, -3.094, 4.696], [1.007, -2.476, 5.728], [2.126, -4.478, 4.872], [-1.660, -5.795, -0.220], [-0.448, -7.033, 0.597], [-1.953, -6.489, 1.607], [0.692, -5.450, 1.945], [0.262, -4.201, 0.596], [-2.120, -4.330, 2.538], [-0.652, -4.440, 3.714], [-3.213, -2.225, 1.758], [-5.588, 1.308, -0.408], [-6.161, 2.107, 1.300], [-8.280, 0.958, 0.724], [-7.385, -0.225, -0.498], [-10.199, 0.464, 3.332], [-9.957, -0.657, 1.779], [-10.846, -1.736, 4.372], [-8.892, -1.831, 4.608], [-9.704, -2.744, 3.125], [-2.502, 2.826, 3.198], [-1.136, 2.005, 4.210], [0.326, 4.346, 4.026], [-1.405, 4.531, 4.794], [-1.177, 5.079, 2.990], [4.632, 1.590, 3.942], [3.542, 3.088, 3.503], [3.846, 2.740, 5.342], [2.716, -1.845, 3.162], [1.895, -3.372, 2.426], [3.498, 2.177, -2.527], [2.385, 1.655, -3.376], [2.992, 1.491, -4.643], [4.332, 1.349, -4.426], [5.138, 1.021, -5.281], [4.653, 1.622, -3.127], [3.412, 1.857, -1.484], [3.572, 3.269, -2.559], [2.016, 0.683, -3.031], [1.545, 2.353, -3.436], [-1.029, -3.806, 8.545], [-0.927, -2.392, 8.073], [-2.129, -1.807, 8.535], [-2.554, -2.556, 9.594], [-3.467, -2.240, 10.339], [-1.823, -3.703, 9.712], [-0.053, -4.239, 8.777], [-1.543, -4.451, 7.824], [-0.080, -1.862, 8.521], [-0.854, -2.321, 6.984], [6.605, 2.461, -8.000], [7.167, 1.479, -8.976], [7.829, 2.301, -9.919], [8.125, 3.473, -9.286], [8.844, 4.344, -9.748], [7.514, 3.543, -8.067], [6.557, 2.057, -6.985], [5.611, 2.816, -8.290], [7.900, 0.806, -8.518], [6.390, 0.882, -9.460], [3.712, 2.457, -12.714], [4.510, 3.298, -11.771], [4.709, 2.444, -10.661], [4.593, 1.163, -11.120], [4.873, 0.170, -10.469], [4.124, 1.139, -12.402], [3.922, 2.691, -13.761], [2.634, 2.540, -12.539], [5.485, 3.577, -12.183], [3.978, 4.206, -11.471]], "forces_ev_per_a": [[0.80, -0.44, 0.19], [0.97, -1.14, 1.04], [-0.59, 0.18, -0.47], [-1.78, 2.36, -0.61], [2.98, 2.72, 0.66], [3.04, -2.32, 1.43], [-1.87, 5.90, -2.16], [0.09, -8.44, 3.21], [4.20, 0.96, -1.42], [-1.95, 1.62, -0.57], [1.59, -0.04, -0.37], [-2.40, 2.44, 0.92], [2.30, 3.06, 4.13], [-4.15, -4.51, -6.13], [0.88, -0.14, -0.67], [0.33, 0.69, -0.26], [-0.33, -1.83, -0.26], [-0.61, -4.79, 1.82], [-1.24, 1.25, 1.70], [-0.58, 0.10, 0.17], [-1.97, 0.98, -0.50], [-0.51, -0.26, 3.60], [-1.32, -0.52, 1.77], [0.54, -0.77, -4.32], [-1.41, 0.62, -0.56], [1.00, 0.29, -1.62], [-3.40, 1.49, -1.00], [1.24, -1.77, 0.48], [-3.09, 2.12, 5.51], [4.43, -4.78, -7.65], [-1.56, 4.43, -0.90], [0.77, -0.59, 2.19], [-1.64, 2.13, 0.30], [1.60, 1.07, -1.87], [-1.84, 1.30, -1.22], [-1.23, -1.21, 1.49], [2.47, 1.16, 0.31], [-0.40, 1.08, -2.33], [2.60, 1.31, 0.66], [-0.24, -0.27, 2.65], [0.79, -2.09, -1.45], [1.86, -1.28, -0.20], [-0.08, 0.62, 2.65], [1.70, -1.96, -0.83], [0.63, 0.34, 2.47], [2.41, -0.46, -1.16], [-2.23, -0.05, -1.49], [-0.34, 1.69, 1.59], [2.49, -0.19, 0.02], [-0.11, 1.47, -1.72], [-2.35, -0.28, -0.74], [1.22, -0.73, -2.20], [1.00, -1.88, 1.65], [-1.86, 1.10, 0.95], [0.44, -1.89, 1.73], [-0.21, -1.39, -2.01], [-2.24, -0.70, -0.02], [-0.76, 2.15, 1.55], [0.07, 0.58, 0.77], [-1.12, -0.04, 0.20], [0.94, -0.04, 0.04], [1.78, -0.76, -2.04], [-1.91, 0.78, 2.07], [-0.08, -0.30, -0.76], [0.17, 0.04, -0.32], [-0.02, -0.09, 0.02], [0.04, 0.05, -0.01], [0.15, -0.15, -0.17], [0.60, -0.89, -0.25], [0.60, 0.47, -0.77], [-0.42, -0.38, 0.59], [-2.21, 0.69, 1.89], [2.22, -0.75, -1.84], [-0.47, 0.76, 0.03], [-0.25, 0.01, 0.11], [0.02, 0.05, 0.04], [-0.02, -0.06, -0.03], [-0.18, 0.13, 0.32], [-0.85, -0.38, 0.86], [-0.38, -1.27, 0.09], [0.37, 1.18, 0.16], [1.38, 1.59, -0.87], [-1.55, -1.80, 0.95], [0.74, 0.28, -0.89], [0.07, 0.22, -0.17], [0.12, -0.06, 0.00], [0.01, 0.12, 0.01], [0.45, 0.22, 0.16], [-0.63, 0.39, -0.89], [0.28, 1.24, -0.21], [-0.16, -1.14, -0.04], [0.36, -1.81, 0.89], [-0.85, 1.99, -1.50], [0.50, -0.25, 1.07], [-0.01, -0.23, 0.17], [0.09, -0.02, 0.00], [-0.08, -0.05, 0.07], [0.14, -0.21, 0.13]], "spin_multiplicity": 1, "homo_lumo_gap_ev": 5.67, "e_tot_ev": -92155.66875, "charge": 1, "max_force_ha_per_bohr": 0.1953, "homo_energy_ev": -11.3429}



No. 2
{"formula": "C38H33F2MoNP2S3Sb", "method": "ωB97M-V/def2-TZVPD", "symbols": ["Mo", "S", "Sb", "S", "S", "C", "N", "C", "P", "C", "C", "C", "C", "C", "C", "C", "C", "C", "C", "C", "C", "C", "C", "C", "C", "C", "C", "P", "C", "C", "C", "C", "C", "C", "C", "C", "C", "C", "C", "C", "H", "H", "H", "H", "H", "H", "H", "H", "H", "H", "H", "H", "H", "H", "H", "H", "H", "H", "H", "H", "H", "H", "H", "H", "H", "H", "H", "H", "H", "F", "C", "C", "C", "C", "C", "C", "H", "H", "H", "H", "F"], "xyz": [[0.954, -1.357, 2.047], [4.237, -3.032, 4.639], [3.405, -1.000, 4.424], [0.901, -1.313, 4.253], [3.046, -0.466, 1.946], [-0.822, 1.516, 0.026], [-0.791, 0.743, -1.204], [-1.147, -0.652, -1.032], [0.319, -1.635, -0.493], [1.475, -1.379, -1.872], [1.007, -1.490, -3.185], [1.862, -1.299, -4.251], [3.202, -1.012, -4.019], [3.677, -0.923, -2.724], [2.816, -1.106, -1.650], [-0.222, -3.351, -0.773], [-1.570, -3.704, -0.820], [-1.941, -5.027, -1.008], [-0.972, -6.007, -1.151], [0.368, -5.663, -1.105], [0.743, -4.346, -0.915], [-1.493, 1.422, -2.249], [-2.775, 1.056, -2.644], [-3.410, 1.740, -3.670], [-2.783, 2.805, -4.296], [-1.514, 3.183, -3.890], [-0.869, 2.495, -2.878], [0.496, 1.165, 1.296], [-0.053, 2.343, 2.588], [-0.232, 3.679, 2.206], [-0.647, 4.626, 3.124], [-0.878, 4.258, 4.443], [-0.692, 2.943, 4.831], [-0.283, 1.989, 3.909], [1.928, 2.051, 0.613], [2.836, 2.676, 1.464], [3.936, 3.332, 0.941], [4.143, 3.364, -0.431], [3.249, 2.735, -1.279], [2.142, 2.077, -0.760], [-1.791, 1.431, 0.543], [-0.685, 2.566, -0.239], [-1.475, -1.052, -1.992], [-1.959, -0.796, -0.304], [-0.029, -1.740, -3.376], [1.491, -1.380, -5.263], [3.876, -0.869, -4.854], [4.720, -0.710, -2.536], [3.196, -1.032, -0.639], [-2.349, -2.966, -0.692], [-2.990, -5.289, -1.038], [-1.262, -7.039, -1.295], [1.130, -6.422, -1.210], [1.794, -4.090, -0.868], [-3.288, 0.239, -2.154], [-4.405, 1.439, -3.969], [-3.279, 3.334, -5.096], [-1.013, 4.011, -4.373], [0.129, 2.780, -2.576], [-0.020, 3.997, 1.193], [-0.780, 5.652, 2.810], [-1.197, 4.998, 5.163], [-0.863, 2.649, 5.857], [-0.152, 0.964, 4.226], [2.689, 2.646, 2.536], [4.638, 3.813, 1.608], [5.006, 3.877, -0.834], [3.408, 2.744, -2.349], [1.461, 1.570, -1.426], [-5.170, -2.514, 2.638], [-3.885, -2.115, 2.535], [-2.890, -3.066, 2.417], [-1.575, -2.639, 2.308], [-1.219, -1.278, 2.299], [-2.265, -0.372, 2.448], [-3.593, -0.769, 2.565], [-3.141, -4.117, 2.417], [-0.819, -3.415, 2.230], [-2.076, 0.692, 2.511], [-4.387, -0.045, 2.689], [1.370, -3.122, 1.641]], "forces_ev_per_a": [[-0.10, 0.28, -0.27], [0.12, -0.36, -0.01], [0.11, 0.46, 0.05], [-0.04, -0.11, 0.59], [0.21, 0.07, 0.19], [-0.01, 0.20, 0.21], [0.04, -0.02, 0.05], [-0.11, -0.17, -0.02], [-0.17, 0.08, -0.29], [-0.13, -0.04, -0.15], [-0.04, 0.02, 0.08], [0.05, 0.01, -0.05], [0.05, 0.01, -0.05], [0.05, 0.00, -0.01], [0.02, 0.02, 0.15], [-0.23, 0.05, -0.02], [0.09, -0.01, 0.02], [0.00, -0.02, -0.01], [-0.13, -0.06, -0.01], [0.11, -0.02, 0.00], [0.10, 0.10, 0.01], [0.00, 0.00, -0.13], [0.04, -0.04, 0.03], [-0.03, 0.03, -0.04], [-0.12, -0.04, -0.04], [0.10, 0.06, 0.00], [-0.06, -0.02, 0.01], [-0.04, -0.28, 0.13], [0.02, 0.20, -0.20], [0.03, -0.05, 0.05], [0.02, -0.03, -0.03], [-0.01, 0.01, 0.02], [-0.01, 0.01, 0.06], [-0.02, -0.09, 0.03], [-0.14, -0.03, -0.18], [0.05, 0.12, 0.04], [-0.02, 0.01, 0.06], [0.04, 0.02, -0.05], [0.02, -0.01, -0.05], [0.11, 0.03, 0.03], [0.08, -0.01, -0.09], [-0.04, -0.11, 0.06], [0.01, 0.01, 0.10], [0.05, -0.03, -0.05], [-0.01, -0.01, -0.02], [-0.02, -0.01, -0.05], [0.02, 0.01, -0.02], [0.06, 0.01, 0.00], [-0.02, 0.01, 0.04], [-0.01, 0.09, 0.01], [-0.02, -0.01, -0.01], [-0.01, -0.02, 0.00], [0.02, -0.04, 0.00], [0.01, 0.01, 0.00], [0.00, -0.02, 0.02], [-0.04, 0.00, -0.03], [-0.03, 0.03, -0.04], [0.01, 0.02, -0.02], [0.05, 0.03, 0.02], [0.02, -0.02, -0.03], [-0.01, 0.04, 0.00], [-0.01, 0.02, 0.03], [-0.01, -0.01, 0.02], [0.01, -0.01, -0.02], [-0.02, 0.00, -0.01], [0.02, 0.02, 0.02], [0.01, 0.01, -0.01], [0.01, 0.01, -0.02], [-0.03, -0.09, -0.03], [-0.04, -0.02, 0.00], [0.10, -0.03, 0.00], [-0.12, 0.09, 0.02], [-0.05, -0.04, -0.01], [0.06, -0.23, -0.25], [0.07, 0.20, 0.07], [-0.01, -0.06, 0.00], [-0.02, -0.04, 0.00], [-0.03, 0.03, 0.00], [0.04, -0.02, -0.01], [-0.01, 0.00, 0.00], [0.00, -0.22, 0.10]], "spin_multiplicity": 2, "relative_energy_kj_mol": 72.3, "homo_lumo_gap_ev": [5.86, 6.27], "s2": 0.769, "e_tot_ev": -106345.63592, "max_force_ha_per_bohr": 0.0117, "homo_energy_ev": [-6.8342, -7.4275]}



No. 3
{"formula": "C4H2O2", "method": "ωB97M-V/def2-TZVPD", "symbols": ["O", "C", "C", "C", "C", "O", "H", "H"], "xyz": [[-2.470, -0.612, 0.578], [-1.454, -0.102, 0.179], [-1.051, 1.095, -0.589], [0.023, 0.419, -0.253], [1.458, 0.072, -0.160], [1.867, -0.911, 0.401], [-0.474, -0.774, 0.508], [2.101, 0.814, -0.664]], "forces_ev_per_a": [[0.56, 0.18, -0.16], [-0.82, -0.06, 0.10], [0.29, -0.24, 0.14], [-0.06, 0.14, -0.10], [0.23, -0.37, 0.20], [-0.23, 0.49, -0.27], [0.05, -0.10, 0.06], [-0.03, -0.06, 0.04]], "spin_multiplicity": 1, "relative_energy_kj_mol": 353.3, "homo_lumo_gap_ev": 8.88, "e_tot_ev": -8268.86707, "max_force_ha_per_bohr": 0.0160, "homo_energy_ev": -10.2262}



No. 4
{"formula": "C18H15BF4N", "method": "ωB97M-V/def2-TZVPD", "symbols": ["F", "C", "C", "C", "F", "C", "C", "C", "C", "C", "C", "F", "C", "C", "F", "C", "C", "H", "H", "H", "H", "H", "H", "H", "H", "B", "N", "C", "C", "C", "C", "C", "H", "H", "H", "H", "H", "H", "H"], "xyz": [[2.581, -1.182, -2.405], [2.353, 0.138, -2.003], [3.472, 0.902, -1.644], [3.212, 2.109, -0.973], [4.269, 2.939, -0.699], [1.953, 2.448, -0.522], [0.841, 1.606, -0.817], [-0.358, 1.823, -0.056], [-1.647, 1.491, -0.611], [-2.677, 2.485, -0.575], [-3.921, 2.179, -1.117], [-4.942, 3.092, -0.979], [-4.217, 0.939, -1.694], [-3.189, -0.013, -1.719], [-3.437, -1.242, -2.295], [-1.939, 0.202, -1.110], [1.033, 0.550, -1.779], [4.471, 0.595, -1.910], [1.774, 3.354, 0.063], [-0.316, 2.616, 0.679], [-2.451, 3.454, -0.148], [-5.190, 0.731, -2.120], [-1.235, -0.623, -0.991], [0.208, 0.024, -2.241], [-0.413, 0.626, 0.988], [-0.500, -0.054, 2.071], [0.292, -1.448, 1.901], [0.298, -2.375, 2.912], [0.965, -3.608, 2.798], [1.669, -3.926, 1.634], [1.678, -2.964, 0.621], [0.994, -1.766, 0.784], [0.011, 0.598, 2.950], [-1.673, -0.282, 2.305], [-0.260, -2.094, 3.819], [0.893, -4.281, 3.657], [2.179, -4.886, 1.540], [2.211, -3.143, -0.295], [1.005, -1.014, -0.018]], "forces_ev_per_a": [[-0.44, 2.14, -0.09], [0.14, -0.92, 0.40], [-1.08, 0.44, 0.09], [1.19, 0.22, -0.23], [-1.28, -0.99, -0.30], [-0.75, -0.36, 0.38], [2.05, -0.11, -1.21], [-0.36, -0.93, 0.03], [-2.53, -0.07, -0.33], [0.81, -0.93, -0.30], [-0.80, 0.27, 0.46], [1.34, -1.05, -0.38], [0.86, 0.18, -0.04], [0.09, -0.59, 0.18], [0.30, 1.57, 0.83], [-0.67, 0.38, -0.51], [0.61, 0.33, 1.01], [0.10, -0.05, 0.10], [0.36, -0.41, -0.05], [-0.03, 0.09, 0.03], [-0.29, 0.00, -0.02], [0.05, 0.00, 0.08], [-0.39, 0.25, -0.14], [0.17, -0.20, 0.28], [0.41, 0.62, -0.65], [-0.04, -0.66, 1.50], [0.68, -1.10, 0.01], [-0.02, 0.32, -0.50], [-0.49, 0.68, 0.34], [-0.43, 0.55, 0.32], [-0.18, -0.10, 0.44], [-0.19, 0.34, -0.03], [0.12, -0.05, -0.36], [0.33, 0.15, -0.59], [0.33, -0.19, -0.58], [0.14, 0.20, -0.47], [-0.12, 0.36, -0.06], [0.06, 0.06, -0.22], [-0.05, -0.45, 0.58]], "spin_multiplicity": 1, "relative_energy_kj_mol": 0.0, "homo_lumo_gap_ev": 7.25, "e_tot_ev": -31936.82295, "charge": 1, "max_force_ha_per_bohr": 0.0497, "homo_energy_ev": -12.8447}